No. 1
Entry from the Open Molecules 2025 dataset: a structure of composition C23H24HfN4O3 at a distorted geometry (the ωB97M-V functional and the def2-TZVPD basis).

XYZ file:
```
55
C23H24HfN4O3 the ωB97M-V functional and the def2-TZVPD basis
Hf 0.5978 -0.9409 -0.4350
C -1.9069 1.0414 -3.3134
C -1.4936 -0.1174 -2.4870
O -0.3237 0.0220 -1.8540
C -2.2461 -1.2480 -2.3614
C -1.9801 -2.3446 -1.4867
C -2.9781 -3.4388 -1.3455
N -0.8661 -2.3550 -0.7748
N -0.7316 -3.3038 0.2831
C -0.2466 -2.7502 1.3513
O 0.0923 -1.4255 1.3678
C 0.0188 -3.5269 2.5678
C -0.3292 -4.8765 2.6242
C -0.0651 -5.6020 3.7710
C 0.5454 -4.9866 4.8601
C 0.8872 -3.6417 4.8068
C 0.6211 -2.9075 3.6602
H -1.2125 1.1579 -4.1491
H -1.8492 1.9525 -2.7161
H -2.9138 0.9201 -3.7009
H -3.1731 -1.2835 -2.9149
H -3.5101 -3.5834 -2.2833
H -3.7138 -3.1489 -0.5882
H -2.5134 -4.3632 -1.0167
H -0.8081 -5.3448 1.7741
H -0.3392 -6.6473 3.8215
H 0.7467 -5.5585 5.7568
H 1.3500 -3.1638 5.6608
H 0.8601 -1.8531 3.6197
C 6.3676 0.1975 -0.1910
N 5.0835 0.8951 -0.0622
N 3.8844 0.2351 -0.0968
C 2.8921 1.1300 0.1750
O 1.6652 0.7215 0.0865
C 3.4733 2.3527 0.4482
C 4.8436 2.1641 0.3003
C 5.9605 3.1243 0.5209
C 3.6406 -1.0486 -0.6674
C 4.0097 -1.3553 -1.9650
C 3.6123 -2.5732 -2.5162
C 2.8340 -3.4610 -1.7861
C 2.4807 -3.1613 -0.4696
C 2.8931 -1.9537 0.0982
H 6.2093 -0.8633 -0.0201
H 7.0478 0.5691 0.5691
H 6.7953 0.3510 -1.1788
H 2.9670 3.2671 0.7067
H 5.5761 4.1404 0.5040
H 6.7321 3.0309 -0.2426
H 6.4204 2.9526 1.4967
H 4.5801 -0.6453 -2.5513
H 3.9008 -2.8169 -3.5306
H 2.5228 -4.4000 -2.2243
H 1.9430 -3.8841 0.1301
H 2.7369 -1.7549 1.1530
```

## Properties
E_LUMO   -6.680 eV
Frontier orbital gap   7.3 eV
Charge   +2



No. 2
Entry from the Open Molecules 2025 dataset: a structure of composition C23H24IN4O4Ru at a distorted geometry (the ωB97M-V functional and the def2-TZVPD basis).

XYZ file:
```
57
C23H24IN4O4Ru the ωB97M-V functional and the def2-TZVPD basis
Ru 2.0429 -0.1253 -0.8368
C 1.8496 2.6967 -1.8830
N 2.1710 1.9980 -0.6100
C 3.4762 2.4944 -0.1755
C 1.2205 2.3318 0.4432
C 0.7044 3.6112 0.6050
C -0.1995 3.9505 1.6115
C -0.6320 2.9554 2.4551
C -0.1427 1.6242 2.3317
C 0.8168 1.3125 1.2983
N 1.3294 0.0311 0.9098
C 0.9532 -1.1331 1.5467
C 0.8934 -1.3674 2.8671
C 0.5286 -2.6503 3.4010
C 0.2281 -3.6666 2.4890
C 0.3475 -3.5155 1.1466
C 0.5926 -2.2208 0.5275
N 1.6591 -2.2381 -0.5447
C 1.2350 -2.9682 -1.7818
C 2.8886 -2.8569 -0.0294
H 2.1228 3.7266 -1.7668
H 0.7877 2.6310 -2.1617
H 2.3800 2.2097 -2.6645
H 3.3831 3.5707 -0.0363
H 4.2279 2.3620 -0.9291
H 3.8825 1.9950 0.6969
H 0.9944 4.4785 -0.0599
H -0.5348 4.9531 1.8216
H -1.2919 3.1214 3.2712
H -0.4861 0.8642 2.9987
H 1.1654 -0.5409 3.5305
H 0.3910 -2.7654 4.4342
H -0.0088 -4.6420 2.8335
H 0.1632 -4.3966 0.4934
H 1.0534 -4.0090 -1.5481
H 1.9234 -2.8672 -2.5748
H 0.2416 -2.5689 -2.0862
H 2.6613 -3.8777 0.3040
H 3.2926 -2.2580 0.8228
H 3.6438 -2.8969 -0.8043
O -0.7643 -1.8801 -0.0283
C -1.0660 -0.8400 -0.7580
O -0.2632 -0.1138 -1.3439
C -2.5083 -0.5313 -0.8364
C -3.4676 -1.0218 0.0619
C -4.7888 -0.6274 -0.0823
C -5.1529 0.2469 -1.1122
C -4.1756 0.7453 -1.9237
C -2.8571 0.3238 -1.8673
N -4.4994 1.7727 -2.9223
O -3.5503 2.2193 -3.5479
O -5.6694 2.0488 -3.0690
H -3.1909 -1.6219 0.9368
H -5.4673 -0.9724 0.6761
H -6.1664 0.5203 -1.3164
H -2.1378 0.8241 -2.4696
I 3.7703 -0.4455 -2.7438
```

## Properties
E_LUMO (spin up / spin down)   -3.060 / -4.863 eV
Frontier orbital gap (spin up / spin down)   7.4 / 6.6 eV
Charge   +1
2S+1   5
Expectation value of S²   6.05



No. 3
Entry from the Open Molecules 2025 dataset: the molecule C23H24N2O3 (the ωB97M-V functional and the def2-TZVPD basis).

XYZ file:
```
52
C23H24N2O3 the ωB97M-V functional and the def2-TZVPD basis
C -6.0998 -2.7611 1.0371
C -6.3895 -1.3955 0.4203
O -5.3899 -0.9865 -0.4916
C -4.2083 -0.4979 -0.0325
C -3.8765 -0.2804 1.3026
C -2.6388 0.2352 1.6304
C -1.6930 0.5424 0.6544
C -0.3880 1.0694 1.0663
C 0.7385 1.0036 0.2117
C 1.9510 1.4858 0.6359
C 3.1197 1.4208 -0.2974
O 3.8295 2.3686 -0.5624
N 3.3150 0.1818 -0.8138
C 4.1682 -0.0404 -1.9538
C 3.4110 -0.7603 -3.0816
C 3.2221 -2.2640 -2.8379
C 1.9063 -2.5409 -3.5592
C 1.1404 -1.2471 -3.2879
O 2.1056 -0.2114 -3.2277
C 2.0471 2.0699 1.9246
C 3.2302 2.6165 2.4559
C 3.2365 3.1506 3.7153
C 2.0705 3.1533 4.4975
C 0.9069 2.6265 4.0124
C 0.8619 2.0735 2.7144
N -0.3051 1.5733 2.2775
C -2.0385 0.3364 -0.6826
C -3.2720 -0.1739 -1.0181
H -5.9889 -3.5038 0.2510
H -6.9224 -3.0521 1.6846
H -5.1820 -2.7387 1.6196
H -6.5369 -0.6376 1.1993
H -7.3001 -1.4485 -0.1833
H -4.5729 -0.5031 2.0958
H -2.3792 0.4074 2.6631
H 0.6433 0.5853 -0.7784
H 2.6467 -0.5401 -0.5926
H 4.5011 0.9469 -2.2835
H 5.0454 -0.6368 -1.6763
H 3.9599 -0.6005 -4.0221
H 4.0549 -2.8454 -3.2258
H 3.1204 -2.4671 -1.7698
H 1.3832 -3.4176 -3.1847
H 2.0804 -2.6583 -4.6290
H 0.4199 -0.9983 -4.0707
H 0.6031 -1.3122 -2.3290
H 4.1200 2.6241 1.8457
H 4.1438 3.5768 4.1174
H 2.1014 3.5798 5.4897
H -0.0015 2.6212 4.5944
H -1.3544 0.5989 -1.4753
H -3.5464 -0.3284 -2.0500
```

## Properties
Structure (SMILES)   CCOc1ccc(-c2cc(C(=O)NC[C@H]3CCCO3)c3ccccc3n2)cc1
E_LUMO   0.051 eV
Frontier orbital gap   8.0 eV



No. 4
Entry from the Open Molecules 2025 dataset: the molecule C23H24N2O4S (the ωB97M-V functional and the def2-TZVPD basis).

XYZ file:
```
54
C23H24N2O4S the ωB97M-V functional and the def2-TZVPD basis
C 0.3129 5.8830 1.0195
C 0.2689 4.4262 0.5896
O -0.9013 3.8360 1.1108
C -1.0380 2.4824 0.7613
C -2.3403 1.9549 1.3526
C -2.5625 0.4708 1.0399
N -2.7246 0.2204 -0.3763
C -4.0512 0.4741 -0.9265
C -5.0026 -0.6080 -0.5390
C -5.2343 -1.8399 -1.0757
C -6.2176 -2.4499 -0.2590
C -6.5062 -1.5468 0.7151
O -5.7741 -0.4305 0.5593
C -1.7419 -0.1364 -1.2356
O -1.9049 -0.1798 -2.4423
C -0.4242 -0.4994 -0.6514
C -0.1087 -1.5160 0.1966
C 1.2848 -1.6329 0.4148
C 1.9360 -2.6032 1.2827
O 1.3776 -3.4505 1.9511
N 3.3112 -2.4833 1.3021
C 4.0680 -1.5678 0.6126
C 5.4588 -1.5537 0.7227
C 6.1993 -0.6268 0.0251
C 5.5881 0.3186 -0.8055
C 6.4264 1.3114 -1.5498
C 4.2137 0.3084 -0.9181
C 3.4389 -0.6225 -0.2213
C 2.0172 -0.6965 -0.2943
S 0.9897 0.3200 -1.2431
H 1.2082 6.3584 0.6292
H 0.3153 5.9476 2.1039
H -0.5631 6.4045 0.6448
H 1.1555 3.8875 0.9622
H 0.2676 4.3484 -0.5097
H -0.1821 1.9039 1.1497
H -1.0449 2.3782 -0.3364
H -3.1628 2.5586 0.9682
H -2.3106 2.0869 2.4344
H -1.7199 -0.1058 1.4208
H -3.4699 0.1300 1.5456
H -3.9428 0.5027 -2.0131
H -4.4202 1.4358 -0.5623
H -4.7644 -2.2522 -1.9444
H -6.6464 -3.4226 -0.3841
H -7.1865 -1.5745 1.5429
H -0.8235 -2.1824 0.6452
H 3.7957 -3.1485 1.8930
H 5.9472 -2.2770 1.3594
H 7.2753 -0.6265 0.1182
H 7.0083 1.9137 -0.8534
H 5.8061 1.9726 -2.1484
H 7.1253 0.7978 -2.2085
H 3.7076 1.0218 -1.5523
```

## Properties
Structure (SMILES)   CCOCCCN(Cc1ccco1)C(=O)c1cc2c(=O)[nH]c3ccc(C)cc3c2s1
E_LUMO   -0.079 eV
Frontier orbital gap   8.1 eV



No. 5
Entry from the Open Molecules 2025 dataset: the molecule C23H24N2O6 at a distorted geometry (the ωB97M-V functional and the def2-TZVPD basis).

XYZ file:
```
55
C23H24N2O6 the ωB97M-V functional and the def2-TZVPD basis
C 0.7694 -6.0948 -0.8614
O -0.3206 -5.4563 -0.2442
C -0.3277 -4.0935 -0.1956
C 0.6720 -3.2676 -0.6975
C 0.5283 -1.8997 -0.5927
C -0.5729 -1.2978 0.0154
N -0.6007 0.0854 0.1769
C -0.3423 0.9255 -0.7482
O -0.2131 0.4783 -2.0424
C -0.0405 1.3225 -3.0792
C 0.0358 0.7750 -4.3509
C 0.2099 1.6117 -5.4458
O 0.2766 1.0464 -6.6717
C 0.3112 2.9946 -5.2628
C 0.2419 3.5327 -3.9990
C 0.0654 2.7111 -2.8832
C 0.0056 3.1880 -1.5400
C -0.1953 2.3464 -0.4944
C -0.1765 2.9544 0.8798
O 0.1727 4.1125 1.0426
N -0.5836 2.1433 1.8643
C -0.5163 2.4789 3.2602
C 0.3676 1.4636 4.0003
C 1.7999 1.3899 3.4358
C 1.8319 0.0462 2.7056
C 0.7948 -0.7546 3.4886
O -0.2126 0.1722 3.8413
C -1.5684 -2.1357 0.5540
O -2.7339 -1.7601 1.1465
C -2.8799 -0.4794 1.7190
C -1.4275 -3.5124 0.4219
H 0.5630 -7.1619 -0.7942
H 1.7102 -5.8764 -0.3450
H 0.8598 -5.8105 -1.9150
H 1.5550 -3.6668 -1.1696
H 1.3094 -1.2609 -0.9789
H -0.0442 -0.2900 -4.4907
H 0.3930 1.7253 -7.3483
H 0.4461 3.6372 -6.1220
H 0.3225 4.5990 -3.8539
H 0.1349 4.2414 -1.3368
H -0.7499 1.1675 1.6245
H -1.5219 2.4489 3.6931
H -0.1090 3.4878 3.3560
H 0.3763 1.7232 5.0688
H 2.5264 1.4013 4.2483
H 2.0058 2.2282 2.7738
H 1.5062 0.1609 1.6722
H 2.8131 -0.4223 2.7203
H 1.2419 -1.1842 4.3973
H 0.3290 -1.5525 2.9072
H -2.1321 -0.3035 2.4969
H -3.8726 -0.4842 2.1692
H -2.8290 0.3111 0.9660
H -2.2046 -4.1453 0.8175
```

## Properties
Structure (SMILES)   COc1ccc(/N=c2\oc3cc(O)ccc3cc2C(=O)NC[C@@H]2CCCO2)c(OC)c1
E_LUMO   -0.225 eV
Frontier orbital gap   7.4 eV



No. 6
Entry from the Open Molecules 2025 dataset: a cluster of 2 separate species, C23H24N3 in total at a distorted geometry (the ωB97M-V functional and the def2-TZVPD basis).

XYZ file:
```
50
C23H24N3 the ωB97M-V functional and the def2-TZVPD basis
C 0.1155 3.3235 -1.4926
C -0.8560 2.7267 -2.4139
N -0.5626 1.7696 -3.2739
C -1.4974 1.2111 -4.1886
C -2.8241 1.5442 -4.3865
C -3.5293 0.8317 -5.3736
C -2.8943 -0.1790 -6.1233
C -1.5502 -0.4999 -5.9094
C -0.8510 0.2073 -4.9319
C 0.5094 0.1338 -4.4801
C 0.6894 1.0968 -3.4586
C 1.9165 1.2514 -2.8377
C 2.9780 0.4266 -3.2508
C 2.7980 -0.5304 -4.2660
C 1.5582 -0.6837 -4.8884
H -0.4355 4.1077 -0.9608
H 0.4906 2.6211 -0.7358
H 0.9664 3.8047 -1.9950
H -1.8762 3.0974 -2.4555
H -3.2715 2.3313 -3.7851
H -4.5779 1.0556 -5.5682
H -3.4600 -0.7199 -6.8832
H -1.0157 -1.2693 -6.4608
H 2.0430 1.9927 -2.0562
H 3.9577 0.5252 -2.7822
H 3.6360 -1.1585 -4.5698
H 1.3616 -1.4062 -5.6768
C 0.7416 -1.7894 7.2103
C 0.6659 -3.1439 6.4895
C 0.3979 -2.8357 5.0100
N 0.6705 -1.4023 4.8482
C 0.2986 -0.7364 3.6660
C -1.0461 -0.7319 3.2385
C -1.3895 -0.0151 2.0860
N -0.4963 0.6547 1.3477
C 0.7842 0.6505 1.7370
C 1.2331 -0.0160 2.8849
C 0.5253 -0.7153 6.1358
H -0.0302 -1.7083 7.9806
H 1.7213 -1.6569 7.6772
H 1.6119 -3.6826 6.5935
H -0.1369 -3.7654 6.8954
H 1.0268 -3.4424 4.3439
H -0.6534 -3.0662 4.7695
H -1.8187 -1.2530 3.8048
H -2.4320 0.0082 1.7591
H 1.4847 1.2075 1.1060
H 2.2871 0.0099 3.1547
H -0.4943 -0.3029 6.2399
H 1.2299 0.1213 6.2261
```

## Properties
E_LUMO   -4.739 eV
Frontier orbital gap   5.5 eV
Charge   +1